Entry 1:
A 5-piece molecular cluster, C23H50BO15 overall in a non-equilibrium geometry. Source: the Open Molecules 2025 dataset; level of theory: wB97M-V/def2-TZVPD.

Output
HOMO level   -4.14 eV
HOMO-LUMO gap   6.089 eV
E_tot   -56046.17949 eV
Charge   -1
LUMO level   1.9 eV

The geometry in XYZ format:
```
89
Properties=species:S:1:pos:R:3:forces:R:3
O -0.228433 -3.660494 -1.187459 -0.31 0.70 1.29
O 0.849861 -10.597162 0.232637 0.40 1.27 1.13
O 3.949281 3.539656 -1.002545 1.07 -0.66 1.48
O 3.855542 -0.095013 5.350307 0.34 1.65 0.41
O -4.512981 1.771274 -1.987924 -1.01 0.90 0.63
O -0.376266 -3.357417 1.085202 -0.11 0.27 -0.85
O -1.042075 -1.733976 -0.236077 0.57 -1.35 0.29
O -2.818106 1.683919 -5.830453 -1.27 -0.37 2.08
O 3.976074 2.445247 1.017396 0.83 0.70 -1.18
O 1.110860 -8.359948 0.685811 0.08 -1.10 0.53
O 1.470812 -9.806901 2.298698 -0.24 0.24 -0.92
O 5.875475 3.184210 0.198343 -0.75 -0.14 0.04
O 3.838094 1.737855 6.735553 0.24 -0.34 -0.80
O 4.647977 1.963133 4.706272 -0.51 -0.64 1.10
O -4.004598 3.587530 0.118040 -3.31 -1.56 0.43
C 2.562798 2.282702 0.914737 -0.82 -0.03 -0.06
C 6.604052 3.854913 -0.827964 0.24 0.22 -0.32
C -0.138480 2.861749 -4.052856 1.00 0.46 -0.88
C -5.364422 1.536880 -0.801173 -0.29 -0.31 0.57
C -1.049563 3.010066 -1.443446 0.39 1.14 0.34
C -5.203705 2.721491 0.358557 -0.34 0.87 -1.07
C 0.167594 -4.663495 1.265056 0.15 -0.33 0.09
C 3.245593 0.928882 7.749856 -0.22 -0.24 0.31
C 4.540129 3.100976 -0.028105 -0.78 0.16 -0.49
C 1.116659 -9.681197 0.994808 -0.13 -0.20 -0.39
C -2.734416 2.521817 -4.615998 0.79 0.30 1.89
C 4.090027 1.082184 5.574590 -0.01 -0.35 -0.36
C 4.968788 1.408160 3.432280 0.28 -0.20 -0.49
C -3.733645 0.572313 -5.420439 -0.76 0.49 0.46
C -0.519356 -2.985934 -0.212057 -0.14 0.33 -0.36
C 0.753344 -8.074687 -0.665157 -0.14 0.21 -0.58
C -5.014214 0.020270 -0.213546 -0.61 0.55 -1.13
C -1.495820 3.595902 -4.606244 0.33 -0.87 -0.92
C -1.588113 4.010678 1.080380 0.71 1.20 -0.07
C -0.953997 4.311421 -0.400971 0.29 -0.27 0.13
C 0.214893 3.144015 -2.477490 0.30 -1.05 -0.33
C 1.519135 -11.153303 2.766499 0.02 -0.44 0.18
C -1.248964 -1.209353 -1.546144 -0.15 0.39 -0.53
B -2.976934 3.115638 1.069413 1.24 0.23 0.25
H -0.773811 3.479553 1.761721 -1.50 0.99 -1.37
H 1.812416 -11.134874 3.819683 -0.05 0.31 -0.24
H 1.470591 -8.526737 -1.357936 -0.23 -0.06 0.14
H -1.331853 3.929711 -5.735081 -0.30 -0.64 2.34
H -4.795290 0.045925 0.938595 -0.24 -0.09 -2.44
H 2.218856 1.746317 1.803320 0.30 0.11 -0.09
H -6.491072 1.509705 -1.177765 2.16 0.16 0.86
H 6.266113 4.891580 -0.926842 -0.06 -0.25 -0.10
H -3.387203 3.140747 2.195695 -0.41 0.11 0.92
H -2.554617 1.769060 -3.712979 -0.41 1.71 -1.68
H -5.225811 2.252910 1.431885 0.33 0.80 -2.03
H 0.765345 3.315430 -4.687537 -1.79 -1.03 1.34
H -0.263114 -8.421836 -0.877003 0.26 -0.08 0.00
H -3.183908 -0.214201 -4.728005 -0.93 1.52 -1.58
H 0.533297 -11.623560 2.691890 0.22 0.03 -0.15
H 5.408366 2.200004 2.819660 -0.21 -0.09 0.45
H -1.962265 -1.827189 -2.101172 0.24 0.00 0.05
H 1.003550 2.309365 -2.152269 -1.51 1.83 -0.74
H -2.759564 1.961758 0.844971 0.42 -1.03 -0.28
H -3.727321 3.096573 -4.364128 1.52 -1.18 -0.90
H 4.065656 1.045875 2.930520 0.32 -0.05 0.26
H -0.142404 1.701244 -4.332329 -0.25 2.48 0.75
H -2.108908 3.080729 -1.934728 2.11 -0.30 0.78
H -1.698068 4.564360 -3.975244 0.08 -2.03 -1.12
H 1.173785 -4.724871 0.837889 -0.23 -0.05 -0.06
H -1.500881 5.228091 -0.929707 1.12 -1.95 1.11
H 2.305753 1.687706 0.032421 0.03 0.26 0.08
H -1.866781 5.028675 1.638124 0.91 -1.78 -1.27
H 2.266901 -11.728432 2.210862 -0.26 0.06 -0.01
H -4.241096 0.065718 -6.372288 1.37 1.20 2.07
H -4.135293 -0.388971 -0.870045 -1.47 0.73 1.58
H 0.781438 -6.990015 -0.800380 0.06 -0.19 0.30
H -4.576834 2.727111 -2.302423 0.00 -1.72 1.25
H 0.237735 -4.855448 2.339199 -0.12 0.30 -0.18
H -5.954474 -0.654284 -0.451387 1.90 1.19 0.68
H 6.508618 3.322779 -1.779968 -0.13 0.20 0.14
H -6.202857 3.367548 0.267598 2.13 -0.99 0.12
H 2.273527 0.547513 7.420641 0.26 -0.07 0.00
H 3.912629 0.105794 8.025840 -0.19 0.04 -0.17
H 2.063357 3.256585 0.885589 0.06 -0.22 -0.16
H 5.704741 0.604243 3.535609 -0.25 -0.01 0.06
H -0.976469 1.976738 -0.897971 -0.24 2.12 -0.80
H 7.659640 3.863037 -0.542977 -0.28 -0.15 0.20
H 0.803616 4.168444 -2.389792 -1.53 -1.99 -0.14
H -0.299328 -1.132616 -2.085624 -0.17 -0.17 0.04
H -1.669417 -0.205023 -1.445515 0.07 -0.21 0.30
H -0.489067 -5.419460 0.822452 0.18 0.13 -0.05
H 3.088402 1.554817 8.632512 0.15 0.11 -0.34
H 0.194613 4.598477 -0.307958 -2.23 -0.46 -0.24
H -4.554142 1.089389 -4.726008 1.42 -1.46 -1.59
```
Forces are in eV/Å.

Atomic partial charges in e from the Mulliken method, atoms 1 to 4:
1. O -0.583
2. O -0.546
3. O -0.548
4. O -0.551



Entry 2:
A 6-piece molecular cluster, C23H50Br10N3O2 overall in a non-equilibrium geometry. Source: the Open Molecules 2025 dataset; level of theory: wB97M-V/def2-TZVPD.

Output
HOMO level   -11.86 eV
HOMO-LUMO gap   9.276 eV
E_tot   -733646.52780 eV
Charge   +1
LUMO level   -2.6 eV

The geometry in XYZ format:
```
88
Properties=species:S:1:pos:R:3:forces:R:3
Br -4.732576 1.294107 0.596657 0.01 -0.16 -0.01
Br -0.338689 -2.106203 7.198382 0.10 -0.06 -0.19
Br 1.574510 5.774051 -3.958984 0.11 0.00 -0.25
Br -5.935748 -4.092921 4.354903 0.02 0.06 -0.03
Br -6.492915 -0.604064 -2.029619 0.07 0.02 0.03
Br -1.551595 -2.114103 -5.769672 0.00 0.03 0.05
Br 1.157786 0.112546 -4.687768 0.05 -0.04 0.13
Br -0.844807 3.576959 -5.518609 -0.03 -0.10 0.06
Br -3.479557 -1.443149 5.107989 -0.02 -0.05 -0.13
Br 0.908650 -3.788915 4.039471 -0.11 -0.02 0.26
O 5.537532 0.790823 0.612400 0.10 0.05 -0.03
O 2.752252 -0.986170 0.099141 -0.02 -0.14 0.18
N -0.547519 -2.244608 -0.575572 0.08 -1.09 -0.21
N 0.510539 -0.266982 0.543591 0.45 0.09 0.04
N -2.299022 -1.602423 0.822778 -0.08 -0.04 -0.26
C 0.938557 -2.258311 -0.714074 -0.07 0.09 0.01
C -0.953939 -2.114917 0.866489 -0.31 0.70 0.44
C -5.922063 -0.243064 0.765414 0.03 0.06 0.10
C 1.440748 -0.856367 -0.384564 -0.05 -0.09 0.02
C 0.907500 1.062677 1.019237 -0.32 0.60 -0.06
C 0.055197 5.112593 -6.292025 0.06 0.03 -0.01
C 1.209682 -3.245090 6.897660 -0.07 0.07 -0.17
C 0.818455 -0.645719 -6.450255 -0.02 0.05 0.04
C -1.751997 2.452621 -1.238688 0.11 0.10 0.05
C -0.278425 2.492204 -0.818404 -0.31 0.02 0.21
C -3.356086 -3.365740 5.401011 0.06 0.08 -0.06
C -0.655393 -0.694739 -6.752802 -0.03 -0.07 0.02
C 4.827015 1.203961 1.770671 -0.06 0.04 0.20
C 5.103178 -0.426787 0.056612 -0.06 0.19 0.06
C -3.996500 -4.155132 4.289627 -0.13 -0.05 0.08
C 0.096467 -1.223124 1.551185 -0.07 -0.35 -0.38
C 4.486732 2.677506 1.680353 0.18 0.02 0.08
C 1.487617 5.221119 -5.828995 -0.12 0.04 0.18
C 0.346217 3.855834 -1.100320 -0.06 -0.22 -0.26
C 1.877953 -3.015697 5.557134 -0.07 0.00 0.12
C -5.737924 -1.231382 -0.353396 -0.10 0.03 -0.13
C -0.168022 2.093721 0.679158 -0.05 -0.54 -0.57
C 3.755895 -0.294249 -0.643903 0.12 0.12 -0.21
H -2.352877 -0.781182 0.223657 0.02 0.21 0.21
H 1.903582 -2.993617 7.695787 0.07 -0.04 -0.04
H -0.966386 -1.497656 -1.131476 0.13 0.20 0.09
H -1.159125 0.230475 -6.492149 0.01 0.03 -0.02
H -1.932919 3.000150 -2.161669 0.04 -0.03 -0.12
H -1.107568 1.595256 0.926091 -0.16 0.17 0.34
H -2.093498 1.425376 -1.378867 -0.06 -0.07 0.01
H 0.237137 1.745595 -1.429781 0.16 -0.06 0.00
H 1.279508 -1.627444 -6.458703 -0.01 -0.02 -0.03
H -0.064492 2.972833 1.312250 -0.02 0.12 0.01
H -6.252858 -2.159878 -0.120290 -0.03 0.00 0.04
H -0.927731 -3.121419 -0.933061 -0.14 0.06 -0.07
H 1.868982 1.330743 0.587481 0.11 0.07 -0.01
H -2.291762 -3.582908 5.462003 0.01 0.01 -0.02
H 4.153237 2.938446 0.678473 -0.15 0.00 -0.05
H -0.357366 -0.727408 2.403770 -0.13 0.06 0.02
H -0.817692 -0.915787 -7.804786 0.02 -0.03 -0.01
H 0.902199 -1.856295 1.938014 0.14 0.22 0.03
H 0.866678 -4.267137 7.018030 0.07 -0.04 0.00
H -2.381466 2.890865 -0.465164 -0.06 0.14 0.03
H 3.809234 -0.684102 -1.663721 -0.07 -0.17 -0.02
H 3.522062 0.769827 -0.723799 -0.10 0.07 0.03
H -0.964391 -3.111628 1.304949 0.09 -0.14 -0.06
H 2.849243 -3.502973 5.532189 -0.01 0.00 0.04
H -2.577135 -1.288365 1.743119 -0.22 -0.09 0.20
H 3.925439 0.602408 1.911213 -0.11 -0.05 -0.16
H -5.680953 -0.703293 1.721683 0.00 0.00 0.00
H -0.038000 4.599149 -0.403413 0.01 0.10 0.06
H 1.430154 -0.262563 -1.292121 0.13 0.32 -0.25
H -6.929856 0.157036 0.797634 -0.02 -0.01 0.01
H 1.212897 -2.570284 -1.715432 -0.02 -0.01 -0.11
H -3.820584 -3.553356 6.363347 -0.02 -0.03 0.01
H -3.717720 -3.787234 3.308227 0.09 0.01 -0.04
H 5.453311 1.036387 2.650355 0.06 -0.13 0.04
H 5.026660 -1.201326 0.823621 0.04 -0.16 -0.01
H -3.728902 -5.206087 4.375961 0.01 0.01 0.03
H 0.121874 4.197685 -2.120914 0.10 -0.19 0.32
H 0.000084 4.979471 -7.369685 0.06 -0.01 0.00
H -4.691547 -1.436955 -0.543842 0.06 -0.07 0.04
H 1.307810 -2.979942 0.009237 0.12 -0.05 0.01
H 1.330335 0.006487 -7.153485 -0.02 0.04 0.02
H 5.364012 3.279301 1.905438 0.07 0.09 -0.10
H 5.859762 -0.709527 -0.668883 0.12 -0.07 0.01
H -0.527334 5.979558 -5.999690 0.00 0.04 -0.04
H 3.720424 2.940953 2.407133 -0.10 0.02 0.03
H 1.429638 3.792016 -0.998146 0.10 0.20 0.07
H 2.016106 4.275697 -5.893471 0.00 -0.02 -0.03
H 1.037836 1.063411 2.101581 0.17 -0.22 0.08
H 2.017011 5.978988 -6.401171 -0.03 0.03 0.02
H 1.987239 -1.960615 5.330264 0.02 0.02 0.03
```
Forces are in eV/Å.

Atomic partial charges in e from the Mulliken method, atoms 1 to 4:
1. Br -0.092
2. Br -0.121
3. Br -0.109
4. Br -0.127



Question: The highest charge belongs to which entry?
Answer: C23H50Br10N3O2



Question: Look up the E_tot of the first one.
Answer: -56046.17949 eV



Question: Look up the charge of the first one.
Answer: -1